Entry from OMol25: a cluster of 3 separate species, CH6O4 in total (ωB97M-V/def2-TZVPD).

The geometry in XYZ format:
```
11
Properties=species:S:1:pos:R:3:forces:R:3:nbo_charge:R:1
O 0.641257 1.131219 -0.916570 -0.33 0.87 1.13 -0.723
H -2.477258 -3.939577 -0.811112 -0.17 0.44 -0.13 0.465
H 2.077210 1.992299 1.790213 -0.05 -0.02 0.05 0.498
O 2.044612 1.174294 1.284306 0.22 -0.35 0.44 -0.943
H 1.865636 0.449734 1.903342 0.06 0.38 -0.16 0.494
C -0.158088 2.232263 -0.911566 0.05 -1.65 -2.23 0.656
O 0.092911 3.353822 -0.608428 0.31 0.20 0.98 -0.577
H 1.260295 1.179175 -0.138873 0.05 0.09 -0.53 0.507
O -2.322432 -4.307983 0.059748 0.08 -0.20 -0.18 -0.929
H -1.050598 1.906571 -1.475857 -0.31 0.47 0.33 0.088
H -1.973543 -5.171820 -0.175205 0.10 -0.23 0.31 0.464
```
Forces are in eV/Å.

The HOMO-LUMO gap is 10.876 eV. The net charge is 0. The value obtained for the highest occupied orbital energy is -10.478 eV. Its SMILES is O=CO.O.O. Its spin multiplicity is 1. The value obtained for the LUMO energy is 0.4 eV. The value obtained for the energy above the lowest of the compared OMol25 structures with the same formula, charge and spin is 66.22 kJ/mol.